The following is a DFT calculation (ωB97M-V with the def2-TZVPD basis set) of a cluster of 9 separate species, C28H69F6N6O15S2 in total at a distorted geometry.

Positions of all 126 atoms, in Å:
C (-2.82, 2.09, -0.56)
F (-3.44, 1.23, -1.32)
F (-2.02, 2.92, -1.21)
F (-3.81, 2.74, 0.10)
S (-1.82, 1.03, 0.77)
O (-0.67, 1.90, 1.01)
O (-2.74, 0.92, 1.91)
N (-1.47, -0.44, 0.07)
S (-0.46, -1.12, 1.05)
O (0.64, -1.62, 0.22)
O (-0.14, -0.42, 2.26)
C (-1.32, -2.82, 1.64)
F (-1.50, -3.70, 0.66)
F (-0.52, -3.43, 2.58)
F (-2.43, -2.56, 2.25)
C (-5.59, -0.99, -0.70)
C (-4.93, -1.99, -1.62)
C (-5.77, -2.59, -2.79)
O (-4.99, -3.71, -3.21)
C (-5.34, -4.35, -4.43)
N (-3.65, -1.42, -2.15)
H (-3.19, -2.20, -2.59)
H (-3.96, -0.78, -2.87)
H (-2.89, -1.04, -1.60)
H (-4.95, -0.52, 0.05)
H (-6.44, -1.39, -0.16)
H (-5.91, -0.18, -1.36)
H (-4.52, -2.87, -1.12)
H (-5.94, -1.89, -3.61)
H (-6.78, -2.89, -2.51)
H (-4.97, -3.90, -5.35)
H (-6.42, -4.45, -4.57)
H (-4.78, -5.29, -4.41)
C (1.87, -0.62, -4.64)
C (1.72, -0.60, -3.06)
C (2.41, 0.62, -2.28)
O (2.10, 0.50, -0.91)
C (2.83, 1.28, 0.04)
N (0.19, -0.64, -2.66)
H (-0.28, -1.39, -3.14)
H (0.20, -0.68, -1.65)
H (-0.24, 0.21, -3.00)
H (2.85, -0.78, -5.09)
H (1.43, 0.22, -5.19)
H (1.28, -1.47, -4.97)
H (2.23, -1.41, -2.55)
H (2.04, 1.61, -2.54)
H (3.48, 0.49, -2.42)
H (2.50, 2.31, 0.07)
H (3.87, 0.94, -0.05)
H (2.47, 1.03, 1.04)
C (-4.71, 4.46, 3.46)
C (-3.19, 4.58, 3.61)
C (-2.41, 4.90, 2.36)
O (-2.30, 6.32, 2.11)
C (-1.50, 6.64, 0.97)
N (-2.90, 5.62, 4.73)
H (-1.90, 5.67, 4.83)
H (-3.15, 6.53, 4.38)
H (-3.36, 5.34, 5.59)
H (-5.05, 5.45, 3.15)
H (-5.22, 4.04, 4.33)
H (-5.03, 3.80, 2.65)
H (-2.83, 3.69, 4.12)
H (-2.78, 4.38, 1.49)
H (-1.36, 4.60, 2.45)
H (-2.12, 6.36, 0.11)
H (-0.51, 6.18, 1.01)
H (-1.32, 7.72, 1.01)
C (1.55, -4.65, -3.34)
C (2.32, -4.56, -2.08)
C (1.66, -5.28, -0.83)
O (2.38, -4.85, 0.37)
C (2.05, -5.29, 1.69)
N (3.72, -5.11, -2.23)
H (3.67, -6.10, -2.07)
H (4.07, -4.97, -3.17)
H (4.31, -4.61, -1.58)
H (2.10, -4.19, -4.16)
H (0.53, -4.26, -3.41)
H (1.53, -5.73, -3.51)
H (2.30, -3.52, -1.76)
H (1.63, -6.35, -1.05)
H (0.64, -4.91, -0.75)
H (1.15, -5.90, 1.78)
H (1.80, -4.45, 2.34)
H (2.83, -5.99, 1.97)
C (6.00, 4.25, 2.29)
C (4.77, 4.79, 1.60)
C (3.43, 4.61, 2.37)
O (3.24, 3.22, 2.57)
C (1.99, 2.86, 3.14)
N (4.82, 6.31, 1.47)
H (4.07, 6.75, 0.95)
H (4.75, 6.61, 2.43)
H (5.75, 6.56, 1.17)
H (6.22, 4.83, 3.19)
H (6.93, 4.26, 1.74)
H (5.93, 3.20, 2.58)
H (4.66, 4.41, 0.58)
H (2.56, 5.00, 1.84)
H (3.47, 5.18, 3.29)
H (2.16, 2.91, 4.22)
H (1.65, 1.83, 3.04)
H (1.29, 3.56, 2.69)
C (4.41, -2.43, 1.19)
C (5.25, -2.21, -0.05)
O (6.26, -1.57, 0.20)
O (4.96, -2.64, -1.16)
H (4.46, -3.46, 1.54)
H (3.36, -2.35, 0.90)
H (4.66, -1.79, 2.04)
C (-0.35, -6.62, 4.46)
C (-1.70, -6.97, 5.06)
O (-2.53, -7.50, 4.35)
O (-2.02, -6.41, 6.16)
H (0.25, -7.52, 4.33)
H (0.23, -6.17, 5.26)
H (-0.37, -6.13, 3.49)
C (-0.68, 3.50, -4.32)
C (-1.26, 2.43, -5.21)
O (-1.74, 2.74, -6.31)
O (-1.34, 1.27, -4.71)
H (-1.13, 3.48, -3.32)
H (-0.80, 4.51, -4.71)
H (0.38, 3.23, -4.29)

HOMO-LUMO gap (alpha / beta) = 5.080 / 4.238 eV
Expectation value of S² = 0.76
Charge = +2
E_LUMO (alpha / beta) = -4.9 / -5.8 eV
Spin multiplicity = 2

Atomic partial charges in e from the Mulliken method, atoms 1 to 5: number 1, C, carries 0.46; number 2, F, carries -0.15; number 3, F, carries -0.25; number 4, F, carries -0.22; number 5, S, carries 0.25